1.
63
Properties=species:S:1:pos:R:3:forces:R:3:nbo_charge:R:1 method="wB97M-V/def2-TZVPD" homo_lumo_gap_ev=8.9 molar_mass_g_mol=477.50 largest_force_ha_per_bohr=0.105 smiles="CCOP(=O)(CC[C@@]1([PH2]=S)CO[C@@](C)(c2ccncc2)[C@H]1CCOC(C)=O)OCC" total_energy_ev=-64457.086
C 0.24185 5.03814 -0.26372 -1.1406 -0.4715 0.9749 -0.6379
C -0.20251 3.80793 0.70953 1.4007 0.8353 -1.3718 -0.0868
O -1.64306 3.92278 0.87938 -0.9554 -2.6866 0.4119 -0.8139
P -2.41933 2.41047 0.55994 0.0943 1.0978 -2.5890 2.2656
O -2.19442 2.05041 -0.91243 -0.4688 0.4444 3.4269 -1.0797
C -1.65906 1.13519 1.77122 -0.9297 0.2159 0.2775 -0.7810
C -0.82885 0.00700 0.98955 -0.7788 -0.1324 -0.0854 -0.4405
C 0.23491 -0.79272 1.87555 0.5524 -2.6717 -0.3523 -0.3232
P 0.98900 0.04982 3.41234 -0.1040 1.9176 -0.7356 0.8194
S 1.85119 1.74683 2.96468 0.0759 -0.0618 0.0273 -0.6317
C -0.19247 -2.24166 2.50574 1.0388 0.7235 2.3627 -0.0840
O 0.66451 -3.33577 2.03915 -0.0399 1.1165 -0.3974 -0.5517
C 1.56874 -2.94333 0.93986 -1.5505 -0.3267 -0.1871 0.2261
C 3.05399 -3.52011 1.08670 -0.5665 -0.0118 0.6982 -0.6343
C 0.88923 -3.66391 -0.30606 -1.6867 -1.9363 -4.7282 0.0066
C 1.66148 -4.08075 -1.61906 -4.1209 -0.4065 1.5134 -0.2855
C 0.82806 -4.81977 -2.67792 0.7972 0.5667 1.1780 0.0244
N -0.53162 -5.20927 -2.68917 1.4167 2.1658 3.2189 -0.4217
C -1.28255 -4.82919 -1.54799 3.5299 1.0420 0.7865 0.0291
C -0.61235 -4.08979 -0.38018 1.1598 0.0308 -0.8094 -0.2605
C 1.56029 -1.35171 1.09229 1.9219 1.5016 0.4707 -0.2194
C 2.19523 -0.42418 -0.06983 -0.3029 0.6502 -0.0359 -0.4402
C 1.53900 -0.63415 -1.51372 0.6587 -1.5831 1.0097 -0.0945
O 1.53234 0.57088 -2.32986 -0.5665 -1.8855 -1.4757 -0.5484
C 1.17951 0.08495 -3.64903 -2.6525 -0.2847 -2.1894 0.8045
C 2.32412 -0.35817 -4.70010 -0.0120 -0.4730 0.4818 -0.7427
O -0.00017 -0.01165 -4.04499 4.1931 0.6311 2.1086 -0.5262
O -4.07334 2.68632 0.90002 3.0592 0.3491 -0.7544 -0.7867
C -4.57079 3.81442 0.08826 -0.7538 1.4877 -0.2545 -0.0943
C -4.52413 5.19502 0.95432 0.7554 -0.7265 -0.2471 -0.6559
H -0.57021 5.12857 -1.07840 1.5465 -0.1781 1.1170 0.2261
H 0.18103 5.97745 0.40676 0.3228 -1.3426 -1.3017 0.2087
H 1.28607 4.87016 -0.68775 -1.4616 0.3375 0.5729 0.2210
H 0.39263 3.92457 1.68711 -1.3217 -0.4769 -1.2797 0.2014
H 0.02758 2.80679 0.19946 -0.0436 1.4288 0.7801 0.1882
H -2.54457 0.66840 2.31957 1.1675 0.6105 -0.5704 0.2525
H -1.05918 1.75660 2.51643 -0.6068 -0.8787 -1.0418 0.2663
H -0.40012 0.48314 0.04438 -0.2438 -0.7442 1.4438 0.2706
H -1.59724 -0.77561 0.62086 1.2650 1.2308 0.4708 0.2433
H 1.99180 -0.76520 4.04827 -1.1049 -0.3010 -0.4022 0.0226
H -0.03252 0.34403 4.40016 0.4223 -0.9452 -0.5925 0.0084
H -1.30436 -2.46028 2.64227 1.3817 -0.0255 -1.1058 0.2149
H 0.15857 -2.17073 3.61142 -0.8247 -0.1854 -1.3346 0.1660
H 3.71683 -3.03326 0.29699 -0.8721 -0.7164 1.0481 0.2245
H 3.45814 -3.28068 2.13128 -0.5700 -0.1765 -1.5074 0.2307
H 3.04911 -4.65611 0.97769 0.0047 1.6128 -0.0176 0.2423
H 2.77402 -3.84130 -1.74719 -1.9311 -0.5714 -0.0025 0.2334
H 1.42742 -5.14192 -3.61035 -1.2197 0.5373 1.5773 0.2038
H -2.39327 -5.12495 -1.48665 2.0584 0.5673 -0.1918 0.2239
H -1.27915 -3.83220 0.52173 1.2033 -0.5139 -1.5794 0.2247
H 2.35582 -1.19371 1.92419 -0.8872 -0.5848 -1.4227 0.2221
H 2.03653 0.67588 0.25322 0.2439 -1.7607 -0.4527 0.2618
H 3.33882 -0.58899 -0.07688 -1.8490 0.2155 -0.1403 0.2211
H 0.49876 -1.08987 -1.34576 1.2395 0.9200 -0.6232 0.2001
H 2.16362 -1.42801 -2.06751 -0.9823 0.9966 0.7693 0.1798
H 3.35614 -0.45175 -4.22442 -1.3684 0.4353 -0.6622 0.2232
H 2.32342 0.34437 -5.60873 0.0116 -0.8618 1.6294 0.2560
H 2.05441 -1.40326 -5.11420 0.1807 1.7323 0.8170 0.2469
H -5.65096 3.56463 -0.23483 1.8399 0.1947 0.6658 0.1996
H -3.94034 3.97367 -0.85807 -0.9130 -0.6003 1.4032 0.2120
H -4.15180 4.91924 2.01192 -0.8191 0.5618 -1.6391 0.2295
H -3.70960 5.85697 0.47993 -1.4324 -0.8262 0.8473 0.2226
H -5.53621 5.72935 0.98264 1.5389 -0.8094 -0.0081 0.2168

=====

2.
91
Properties=species:S:1:pos:R:3:forces:R:3:mulliken_charge:R:1 method="wB97M-V/def2-TZVPD" homo_lumo_gap_ev=7.5 molar_mass_g_mol=724.05 e_above_lowest_kcal_mol=0.0 largest_force_ha_per_bohr=0.033 total_energy_ev=-131102.387 total_charge=+2
N -5.26280 -0.75692 2.75426 -0.1925 0.0849 0.2901 -0.5350
C -4.30747 -0.00917 3.31720 0.1330 -0.0445 -0.5580 -0.7653
C -3.39059 0.72709 2.56189 -0.3063 -0.1052 -0.5136 -0.3450
C -3.48272 0.69173 1.15328 -0.4493 -1.3084 0.6972 0.4193
C -4.48098 -0.12871 0.57846 -0.0497 0.0989 0.6628 -0.3915
C -5.37133 -0.80212 1.42491 0.8325 0.3910 -0.2130 -0.6713
C -2.55857 1.44166 0.33178 0.5844 -0.5606 -1.3064 -0.1902
Cd 0.05722 -0.29393 0.04689 -0.5737 0.0436 0.2034 2.7365
P 1.69851 0.68593 -1.56225 -0.2601 0.1205 0.0845 -0.7007
C -2.52441 1.29956 -1.03204 0.4845 -0.3788 1.5749 0.1019
C -1.90952 2.24704 -1.92452 1.1795 0.3340 -0.7514 0.4364
C -2.10426 2.12116 -3.31768 0.0119 0.3255 0.7709 -0.5757
C -1.59519 3.08217 -4.18122 0.3849 0.1140 0.1946 -0.6949
C -0.79649 4.10848 -3.66080 -0.3374 0.3032 -0.1802 -0.2768
C -0.57419 4.24434 -2.28420 0.0257 -0.3871 -0.1224 -0.5573
C -1.09922 3.29037 -1.42203 -0.3251 -0.0659 -0.5924 -0.3343
Br -0.03599 5.39486 -4.84751 -0.2107 -0.3819 0.3382 -0.0794
H -1.85787 2.09617 0.85698 -0.6320 0.3591 -0.2208 0.3285
H -2.95019 0.40390 -1.48933 -0.4924 0.5178 0.0498 0.0385
H -2.62154 1.33055 3.04587 -0.3301 -0.0470 -0.1247 0.7487
H -4.57211 -0.24803 -0.50134 -0.1729 0.2331 0.3456 0.6158
H -4.25634 0.01156 4.41064 -0.1397 -0.1060 -0.3666 0.3841
H -6.17875 -1.39693 0.98790 0.2153 0.1075 0.3333 0.4144
H -2.67733 1.27288 -3.69197 -0.0187 0.3091 -0.0121 0.4528
H -0.88757 3.34505 -0.35395 -0.1735 0.2175 -0.3015 0.4442
H -1.80401 3.03103 -5.24431 0.1497 0.0145 0.0978 0.4815
H 0.00059 5.07993 -1.89549 -0.0003 -0.1402 -0.1492 0.5248
P -0.90988 -2.55523 -0.64309 -0.0885 -0.5355 -0.1308 0.3344
C 2.32530 2.23277 -0.78849 0.1123 0.1548 0.0627 -0.2939
C 3.08750 3.17246 -1.72081 0.2896 0.2952 -0.0098 -1.3168
H 2.94439 1.99131 0.09107 -0.2250 -0.0691 -0.2993 0.3699
H 1.42680 2.74619 -0.39941 0.3353 -0.2494 -0.1675 0.3518
H 3.43127 4.04134 -1.14352 -0.0849 -0.1784 -0.1832 0.4642
H 3.97988 2.69846 -2.15178 -0.2897 0.1342 0.0968 0.2626
H 2.45330 3.55263 -2.53178 0.1483 -0.1522 0.1482 0.2269
C 1.22145 1.07351 -3.29118 -0.3282 -0.1821 0.0050 1.1014
C 2.35014 0.96002 -4.31547 0.1720 0.0698 -0.2325 -1.4120
H 0.75271 2.06881 -3.31993 0.1737 -0.2901 0.2030 -0.5943
H 0.41832 0.35850 -3.53782 0.2694 0.2368 0.0136 0.0523
H 1.95274 1.19071 -5.31261 0.0922 -0.0863 0.2386 0.4547
H 3.17418 1.66325 -4.12743 -0.2947 -0.2475 -0.0105 0.2451
H 2.75145 -0.06052 -4.34676 -0.0146 0.2663 -0.0608 0.3392
C 2.97367 -0.64443 -1.61691 0.0752 0.0185 0.1610 0.2486
C 4.40495 -0.13584 -1.73649 0.4665 -0.1793 -0.1346 -1.5592
H 2.73021 -1.32724 -2.44872 -0.0607 0.3034 0.2095 0.5113
H 2.86403 -1.24651 -0.69678 0.0688 0.2902 -0.4212 -0.0129
H 5.09089 -0.99191 -1.68972 -0.0827 0.2544 -0.0134 0.4773
H 4.58190 0.37325 -2.69362 -0.0497 -0.1003 0.3413 0.3205
H 4.66736 0.54301 -0.91404 -0.0654 -0.1254 -0.2328 0.2620
C 0.10022 -3.87600 0.13718 -0.1552 0.0395 -0.0158 -0.8626
C 1.60987 -3.72436 -0.03460 0.0539 -0.1351 0.0344 -0.8012
H -0.24317 -4.83422 -0.27864 0.0448 0.1707 0.0838 0.5468
H -0.17446 -3.87121 1.20256 0.1419 -0.0279 -0.2645 0.3781
H 2.10575 -4.58764 0.42900 -0.0115 0.2820 -0.1765 0.4875
H 1.90224 -3.69008 -1.09465 -0.0358 -0.0154 0.3351 0.2786
H 1.97969 -2.81864 0.46923 -0.1098 -0.2543 -0.1668 -0.1703
C -0.71821 -2.80693 -2.45326 0.2054 -0.1873 0.1888 -0.8184
C -1.58266 -1.90943 -3.34023 0.0092 -0.0081 -0.0579 -0.8662
H -0.96069 -3.86353 -2.63524 0.1150 0.1688 -0.0251 0.6438
H 0.35192 -2.67568 -2.67749 -0.2574 -0.0312 -0.0300 0.2094
H -1.36817 -2.13898 -4.39280 -0.1339 0.1312 0.2651 0.4407
H -2.65258 -2.08702 -3.16924 0.2473 0.0694 -0.0588 0.3784
H -1.37252 -0.84300 -3.17545 -0.0694 -0.2043 0.0063 -0.1712
C -2.61645 -3.11738 -0.29637 -0.0804 0.1847 -0.1570 -0.4420
C -2.91575 -3.28616 1.19262 -0.1634 0.0889 0.0950 -1.2294
H -2.76117 -4.07239 -0.82443 0.1065 0.2311 0.0317 0.5644
H -3.29151 -2.38319 -0.76182 0.0849 -0.2169 0.1988 0.1701
H -3.97758 -3.53598 1.31365 0.3061 0.0483 0.0891 0.4101
H -2.32124 -4.09470 1.63943 -0.2197 0.2445 -0.1201 0.3643
H -2.72735 -2.35256 1.74329 -0.0616 -0.2241 -0.0596 0.1892
C -0.63408 1.04784 4.93029 0.0401 -0.0398 -0.1415 -1.0595
N 0.52674 0.24532 4.58225 0.0304 -0.2416 -0.9970 0.1197
C 0.83561 -0.88045 5.47305 0.1477 0.1852 0.0829 -1.0373
C 0.93004 0.08948 3.24458 -0.3198 0.1591 0.8931 0.3505
N 0.06718 -0.08229 2.25764 0.1662 0.2546 -0.1114 -0.4164
N 2.27452 0.13091 3.09227 -0.4885 -0.0607 0.1241 0.2503
C 3.10392 0.78436 4.10357 0.2274 0.0768 0.2966 -1.1848
C 2.95678 -0.36051 1.91616 -0.2768 0.0829 -0.3597 -0.7983
H -0.42336 1.58819 5.86203 -0.1248 -0.2081 -0.1271 0.3841
H -1.53238 0.42590 5.06847 0.0619 0.2433 -0.0411 0.2586
H -0.79273 1.80581 4.15252 -0.0536 -0.2230 0.2106 0.3640
H 1.56349 -1.54213 4.98855 -0.2072 0.1348 0.1767 0.3488
H 1.26665 -0.52110 6.41512 -0.1141 -0.0866 -0.1257 0.3297
H -0.08184 -1.44699 5.69325 0.2378 0.0733 -0.0535 0.3437
H -0.89791 -0.11886 2.59695 0.4817 -0.1682 0.1127 -0.2519
H 3.77655 0.06461 4.58543 -0.0848 0.1615 -0.1063 0.3459
H 3.69308 1.58569 3.63955 -0.0660 -0.2484 0.0364 0.4035
H 2.44692 1.21931 4.85621 0.3272 -0.0404 -0.1311 0.3960
H 2.83757 -1.44577 1.80882 0.0319 0.1732 0.0411 0.2838
H 2.56388 0.13886 1.01729 0.2584 -0.1974 0.2285 -0.4209
H 4.02379 -0.13328 1.99709 -0.2479 -0.0616 -0.0187 0.4471

=====

3.
17
Properties=species:S:1:pos:R:3:forces:R:3:nbo_charge:R:1 method="wB97M-V/def2-TZVPD" homo_lumo_gap_ev=9.6 molar_mass_g_mol=102.14 e_above_lowest_kcal_mol=45.0 largest_force_ha_per_bohr=0.022 smiles="C[C@H](C=O)NCN" total_energy_ev=-9337.035
O 0.14552 -2.60257 0.42020 -0.0620 -0.0207 -0.2884 -0.5214
C 0.33840 -1.58279 1.02470 0.1076 -0.2356 0.3732 0.4302
C 0.82860 -0.28506 0.35477 0.2179 -0.6735 0.0946 -0.1455
C 2.06031 -0.63997 -0.47115 -0.0232 -1.1302 -0.1814 -0.6130
N -0.22764 0.26918 -0.44175 -0.1537 0.6505 -0.4113 -0.6379
C -1.26521 1.05185 0.18074 -0.0524 -0.1104 0.5901 -0.0297
N -2.21985 1.39239 -0.84819 0.0649 0.2590 -0.1601 -0.8298
H 0.14606 -1.59263 2.11978 0.0166 0.3067 -0.0501 0.1047
H 1.11426 0.38147 1.16666 -0.2053 0.4407 -0.0788 0.1929
H 1.79425 -1.49643 -1.10357 -0.0497 0.2096 -0.0841 0.2228
H 2.82758 -1.05806 0.19011 0.1102 0.3637 -0.0720 0.2097
H 2.46905 0.12591 -1.12918 -0.1900 0.2822 0.3902 0.2243
H -0.61512 -0.33361 -1.15630 0.1404 -0.2960 0.2296 0.3870
H -1.83973 0.58118 0.99954 0.0758 -0.4429 -0.2572 0.1420
H -0.78095 1.88824 0.68934 0.1807 0.4161 -0.1545 0.1449
H -1.79017 1.98931 -1.54713 0.0649 -0.0371 0.0251 0.3584
H -2.98538 1.91160 -0.44856 -0.2428 0.0177 0.0351 0.3604

=====

4.
64
Properties=species:S:1:pos:R:3:forces:R:3:nbo_charge:R:1 method="wB97M-V/def2-TZVPD" homo_lumo_gap_ev=7.9 molar_mass_g_mol=477.54 e_above_lowest_kcal_mol=0.0 largest_force_ha_per_bohr=0.048 total_energy_ev=-43522.156 total_charge=+1
O 0.32609 -0.33646 1.28391 0.9054 0.2420 1.0805 -0.6879
O 2.71274 3.87051 5.70219 -0.0997 -0.1352 0.0950 -0.6040
O 3.26544 2.92034 0.78096 -0.5112 0.2228 -0.2260 -0.6453
N -1.72057 -2.71753 -1.10274 0.2866 0.6919 -0.7362 -0.4672
O -3.36296 -4.75915 -0.21847 0.6430 0.4460 0.4787 -0.4804
C -0.20067 -1.21507 0.61155 -0.6476 1.6115 1.0341 0.6734
C 2.72566 3.74095 4.49104 1.3767 1.4485 1.2153 0.6700
C 2.90199 2.21928 1.71709 0.3558 1.0655 -0.3188 0.6645
C -0.94699 -1.77432 -1.58124 -1.2716 -1.9055 0.8856 0.4164
C 0.42747 3.96793 -0.68365 -0.2372 -0.2962 0.6544 -0.0483
C 0.18223 3.32290 0.49740 0.8631 0.6531 0.0985 0.1685
C -1.04742 2.35402 -1.06700 0.2650 -0.0167 0.0477 0.2422
C -1.93654 -3.55314 3.00816 0.4838 0.6023 -0.5401 -0.1961
C -2.69445 -4.30499 2.10587 0.0423 0.1320 -0.7806 -0.2512
C -0.22408 -0.41982 -3.58480 -0.3047 -0.3252 -0.4067 -0.2303
C -1.67886 -2.31970 -3.90972 0.0059 0.0721 -0.1693 -0.1500
C -1.10720 -2.53199 2.54438 -0.0969 -0.1501 0.4514 -0.1770
C -0.26628 -0.15952 -4.95902 -0.1612 -0.3779 0.4797 -0.2130
C -1.71456 -2.05829 -5.28149 0.2931 0.2465 0.6938 -0.2092
C -1.79740 -3.00882 0.26062 0.4318 0.4864 -1.0174 0.1895
C -2.63628 -4.05107 0.71901 -0.8290 -0.9971 0.3936 0.2999
C -0.93721 -1.50399 -3.03263 0.0807 0.2778 -0.7024 -0.0646
C -1.04052 -2.25858 1.17025 -0.2749 -0.8788 0.0816 -0.2092
C -1.01304 -0.97360 -5.81640 -0.0357 -0.0523 -0.0176 0.0203
N -0.17878 -0.99523 -0.73382 -0.1189 -1.3335 -1.3096 -0.6190
N -0.35136 3.35443 -1.65155 -0.2954 -0.5440 0.9776 -0.4615
N 3.65125 1.17709 2.09127 -0.1281 -0.9371 0.7040 -0.5946
N 1.84806 2.90842 3.92257 -0.9389 -1.3558 -1.6156 -0.6258
N -0.72153 2.30792 0.24226 0.1386 0.8018 -1.2833 -0.4610
C -4.03791 -5.95724 0.18865 0.0868 0.1330 0.3760 -0.2558
C 3.73186 4.52626 3.67110 -0.2906 -0.1839 0.0666 -0.7147
C -1.03841 -0.69637 -7.29548 -0.1126 -0.0157 0.0297 -0.6369
C 3.38710 0.22496 3.17373 -0.0628 0.3067 0.0619 -0.4262
C 0.76208 3.68272 1.84690 0.0567 -0.4165 -0.5244 -0.4313
C 1.62100 2.57983 2.50189 -0.1381 -0.0951 0.7494 -0.1316
H 1.10169 4.80852 -0.81826 -0.2997 -0.3416 -0.3404 0.2684
H -1.74153 1.68166 -1.56844 0.3081 0.2603 0.1527 0.2599
H -1.99192 -3.76877 4.07242 0.0057 0.0440 -0.2316 0.2306
H -3.32815 -5.08741 2.50864 0.0285 0.0515 -0.2353 0.2327
H 0.38123 0.23291 -2.96642 0.0000 0.0142 0.0530 0.1890
H -2.24449 -3.16851 -3.52976 0.2161 0.2563 0.1422 0.2491
H -0.51245 -1.95893 3.25184 -0.0834 -0.0355 -0.2417 0.2301
H 0.29639 0.67187 -5.37371 -0.0443 -0.0654 0.0757 0.2147
H -2.29491 -2.70824 -5.93072 0.0907 0.1215 0.0746 0.2261
H 0.65603 -0.56361 -1.10336 -0.1299 0.3820 0.1718 0.4249
H -0.40089 3.63016 -2.62880 -0.1096 -0.2435 0.3307 0.4591
H 4.49401 1.04688 1.55136 -0.1158 0.1560 -0.0436 0.4157
H 1.25158 2.45772 4.60093 0.0140 -0.0259 -0.0317 0.4158
H -1.00425 1.59706 0.91405 0.0580 -0.0067 -0.2923 0.4750
H -4.44117 -6.46578 -0.69190 0.2489 0.4446 -0.0009 0.2125
H -4.87097 -5.72460 0.85961 0.0785 0.0026 -0.0261 0.1808
H -3.34911 -6.64372 0.69170 -0.0155 0.1052 -0.0182 0.1839
H 4.23914 5.23137 4.32931 -0.1730 -0.1833 0.0246 0.2581
H 3.23411 5.08212 2.88252 0.1113 -0.0187 -0.2923 0.2169
H 4.47338 3.85242 3.24908 0.0331 0.0074 -0.2457 0.2366
H -0.07896 -0.97071 -7.74430 -0.1120 0.0776 -0.0249 0.2343
H -1.22139 0.36573 -7.48364 0.0880 -0.1333 -0.0487 0.2241
H -1.82740 -1.27168 -7.78947 0.1727 0.0974 0.0655 0.2263
H 4.06704 -0.62563 3.09106 -0.1045 0.1962 -0.1162 0.2244
H 2.36250 -0.14804 3.11743 0.0597 -0.0090 -0.0214 0.2122
H 3.54858 0.70020 4.14417 -0.0371 -0.1287 -0.0157 0.2101
H 1.35665 4.59006 1.73913 -0.0616 -0.0631 -0.1635 0.2527
H -0.06943 3.92292 2.51236 0.0954 -0.1027 0.1523 0.2425
H 1.02469 1.67138 2.50039 -0.0825 -0.2826 0.1400 0.2407